83
Properties=species:S:1:pos:R:3:forces:R:3:mulliken_charge:R:1 method="wB97M-V/def2-TZVPD" total_charge=0 lumo_ev=-1.79 e_homo_ha=-0.319 orbital_gap_ev=6.89 spin_multiplicity=1 max_force_ev_per_a=11.166
N -0.58908 -3.88528 -0.96400 1.1 2.2 -0.5 -0.506
C 0.00599 -2.60924 -1.52836 0.3 1.1 -5.6 0.164
O 0.05595 -2.39320 -2.86644 -0.5 -1.4 8.6 -0.530
C 0.57801 -1.42935 -0.53277 0.6 -0.3 -1.0 -0.242
C -0.62025 -0.34448 -0.26257 0.7 0.0 -0.7 -0.772
C -1.20766 -0.33660 1.28020 0.3 0.7 0.4 1.066
C -2.61323 0.50543 1.24226 -0.3 0.8 0.6 -0.472
O -3.60586 0.03350 0.26781 0.1 -2.6 2.0 -0.402
C -4.20711 -1.25268 0.64246 -2.1 -4.5 0.1 0.679
C -4.61750 -1.75342 2.14707 -0.5 -1.5 -1.9 -0.097
C -5.28774 -3.22045 2.51523 0.7 0.7 -4.8 -0.460
C -5.61597 -4.25038 1.28277 1.7 3.8 -0.8 -0.407
C -5.26991 -3.79729 -0.28960 0.9 2.5 3.5 -0.194
C -4.55355 -2.31771 -0.59976 -0.9 -1.3 3.1 -0.487
O -1.25925 -1.72766 1.84146 1.0 -0.7 1.9 -0.381
C -0.24889 -2.05392 2.87640 0.8 -1.8 1.1 0.529
O -0.09516 -3.12194 3.66259 -1.3 7.7 -5.9 -0.558
O 0.64861 -0.86788 2.78876 -2.7 -1.9 0.7 -0.469
C -0.23746 0.30505 2.48263 1.9 -2.2 -1.7 0.778
N 0.83705 1.31880 2.03540 -4.9 5.5 -2.1 -0.606
C 0.25476 2.46025 1.54490 -3.8 1.1 -1.0 0.824
O -0.47418 3.47809 1.02441 6.5 -8.1 4.1 -0.574
P -1.01776 0.61090 4.20973 -0.4 1.3 4.1 0.402
O -2.40985 -0.37100 4.56566 1.6 1.6 -0.3 -0.450
O 0.22492 0.13015 5.38494 -3.6 -1.7 -2.3 -0.531
S -1.45086 2.46571 4.59534 0.2 -0.8 -0.8 -0.332
H -1.48111 -3.62880 -0.48360 1.0 -0.3 -0.2 0.276
H 0.11513 -4.26093 -0.28899 -1.1 0.5 -0.4 0.336
H 1.06957 -1.88503 0.42497 -1.2 0.9 -1.7 0.289
H 1.44233 -0.87979 -1.13621 -1.9 -1.3 1.3 0.282
H -1.45920 -0.57496 -1.08048 1.5 0.6 2.3 0.350
H -0.18187 0.71770 -0.58690 -1.2 -2.2 1.1 0.302
H -3.15846 0.61822 2.27112 1.4 -0.4 -1.7 0.307
H -2.32469 1.61461 0.90743 -0.6 -2.5 0.6 0.048
H -4.42702 -1.02614 3.04452 -0.3 -1.6 -2.0 0.047
H -5.54117 -3.54313 3.62462 0.7 1.0 -2.6 0.294
H -6.09490 -5.31017 1.48165 1.1 2.5 -0.4 0.285
H -5.55002 -4.56233 -1.15391 0.8 2.1 1.9 0.237
H -4.31330 -2.03695 -1.72845 -0.6 -0.6 2.8 0.308
H -3.09725 0.20768 5.04579 1.8 -0.8 -1.0 0.354
H -0.05380 -0.80373 5.68832 0.8 1.8 -0.6 0.365
O 2.44627 5.22261 0.40715 0.2 0.0 0.7 -0.641
C 3.15974 5.47170 1.37251 0.2 0.1 -0.9 1.040
C 4.53432 5.97474 1.22397 -0.3 -0.3 0.0 -0.700
C 5.29056 6.22018 2.29565 1.5 0.6 -0.7 0.137
O 6.58231 6.69565 2.16334 -1.5 -0.6 0.9 -0.548
C 4.77597 5.99236 3.67385 0.0 0.0 1.1 0.797
O 5.50107 6.20959 4.63883 -0.3 -0.1 -0.9 -0.611
C 3.39352 5.51240 3.82338 0.3 0.1 0.1 -0.786
C 2.63593 5.27018 2.75188 -1.6 -0.5 0.8 0.341
O 1.33474 4.82140 2.88459 1.7 0.5 -0.9 -0.578
H 4.89643 6.13375 0.21633 -0.1 0.0 0.3 0.516
H 6.92022 6.79147 3.08048 -0.1 0.0 -0.4 0.343
H 3.02626 5.36810 4.83165 0.0 0.0 -0.1 0.446
H 0.99899 4.71986 1.96740 0.0 0.3 0.4 0.239
O 9.55130 6.30049 -2.66362 -0.8 -0.1 -0.5 -0.603
C 8.36245 6.24930 -2.95862 0.7 0.3 0.8 0.849
C 7.30513 6.69618 -2.03831 0.3 0.0 0.0 -0.857
C 6.01906 6.61140 -2.38397 -0.7 0.7 1.3 0.260
O 5.02039 7.03209 -1.52497 0.8 -0.6 -1.9 -0.557
C 5.60795 6.06150 -3.70485 -0.7 -0.3 -0.9 0.970
O 4.41721 5.97906 -3.98682 0.8 0.2 0.5 -0.612
C 6.66577 5.63705 -4.63476 -0.4 0.1 0.1 -0.906
C 7.95207 5.72497 -4.29065 0.9 -0.7 -1.5 0.410
O 8.95204 5.33041 -5.16043 -0.8 0.7 1.7 -0.560
H 7.61802 7.09173 -1.08051 0.0 0.0 0.0 0.484
H 4.17850 6.86669 -2.00284 0.2 0.0 0.2 0.323
H 6.35330 5.25580 -5.59878 0.0 0.0 0.1 0.412
H 9.79353 5.49020 -4.68018 -0.3 -0.1 -0.2 0.351
O -5.71293 -10.98978 -3.10772 -0.2 0.9 -0.1 -0.605
C -5.54468 -9.77549 -3.12234 0.6 -0.9 0.2 0.884
C -4.24953 -9.15827 -2.79644 -0.3 -0.3 -0.1 -0.799
C -4.10437 -7.83181 -2.80547 1.9 0.3 0.5 0.304
O -2.88926 -7.24519 -2.50284 -2.1 -0.1 -0.5 -0.553
C -5.24177 -6.93167 -3.14043 -0.6 0.7 -0.2 0.965
O -5.08250 -5.71574 -3.12238 0.2 -0.8 0.1 -0.636
C -6.53036 -7.54919 -3.48983 0.2 0.4 0.1 -0.969
C -6.67480 -8.87577 -3.48423 -1.9 -0.3 -0.5 0.447
O -7.88222 -9.46353 -3.81407 1.9 0.1 0.6 -0.566
H -3.43182 -9.82433 -2.55262 -0.1 0.0 0.0 0.419
H -3.04104 -6.27773 -2.57682 0.2 -0.3 0.0 0.318
H -7.34399 -6.88338 -3.74871 0.1 0.0 0.0 0.430
H -7.73200 -10.43066 -3.73421 -0.1 0.4 0.0 0.351